1.
Molecular formula: C43H98O31S6
Method: DFT, wB97M-V/def2-TZVPD

Geometry (Å):
C1 -0.2454 -6.6985 2.3210
C2 -0.4697 -6.3519 0.8769
C3 0.4532 -5.1681 0.6009
O1 1.5097 -5.3861 1.5378
C4 1.0970 -6.0460 2.7136
H1 -0.2011 -7.7853 2.3904
H2 -1.0712 -6.5014 3.0045
H3 -1.5237 -6.1854 0.6545
H4 -0.1560 -7.1833 0.2456
H5 0.0451 -4.2466 1.0161
H6 0.8136 -5.1983 -0.4274
H7 0.9925 -5.3782 3.5687
H8 1.8766 -6.7526 2.9985
C5 -1.3857 -2.9308 4.7107
C6 -2.0490 -1.5478 4.7330
C7 -3.4518 -1.8583 4.3689
O2 -3.4482 -2.9411 3.5090
C8 -2.1905 -3.6539 3.6135
H9 -1.5227 -3.4638 5.6515
H10 -0.3152 -2.9854 4.5126
H11 -1.6283 -0.8968 3.9666
H12 -2.0344 -0.9859 5.6669
H13 -3.8661 -1.0343 3.7879
H14 -4.0635 -2.1438 5.2247
H15 -1.6644 -3.7204 2.6612
H16 -2.4098 -4.6696 3.9428
C9 -1.0876 7.5724 -2.6601
C10 -0.3642 7.0217 -3.9058
C11 -0.1807 5.5294 -3.5395
O3 0.0767 5.5960 -2.1243
C12 -0.4494 6.7991 -1.5334
H17 -2.1485 7.3377 -2.5732
H18 -0.7902 8.6185 -2.5871
H19 0.6300 7.4625 -3.9790
H20 -0.8294 7.2714 -4.8594
H21 0.7151 5.1530 -4.0334
H22 -1.1053 5.0137 -3.7988
H23 0.3506 7.3721 -1.0646
H24 -1.0854 6.6596 -0.6593
C13 2.7185 -1.4691 4.4936
C14 2.4656 -0.0127 4.2846
C15 1.6108 -0.0692 3.0494
O4 2.1274 -1.1997 2.3259
C16 3.1836 -1.8844 3.0714
H25 1.8928 -2.1227 4.7748
H26 3.5512 -1.6908 5.1611
H27 3.2787 0.6862 4.0886
H28 1.8990 0.3958 5.1214
H29 1.6551 0.8839 2.5224
H30 0.5926 -0.2858 3.3729
H31 4.1810 -1.5091 2.8423
H32 3.1111 -2.9483 2.8452
O5 -8.1643 2.5282 1.3719
S1 -7.3484 1.6193 0.5495
O6 -6.5687 2.1483 -0.5689
O7 -6.3130 0.7407 1.5894
C17 -5.5109 -0.2509 0.9397
C18 -4.0477 0.0427 1.0622
C19 -8.4196 0.2727 0.0408
H33 -5.7124 -0.4529 -0.1123
H34 -5.6245 -1.2274 1.4105
H35 -3.4005 -0.8227 0.9194
H36 -3.7732 0.4870 2.0189
H37 -3.7983 0.7684 0.2881
H38 -8.7069 -0.3317 0.9011
H39 -7.9690 -0.3221 -0.7537
H40 -9.2807 0.8877 -0.2212
O8 2.4101 3.4489 4.9729
S2 1.6458 4.6983 4.6965
O9 0.5185 4.9895 5.5436
O10 2.6468 5.9641 4.5509
C20 4.0193 5.7979 4.6038
C21 4.6731 4.9753 3.4365
C22 0.9720 4.5306 2.9480
H41 4.1960 5.3552 5.5840
H42 4.3406 6.8393 4.5862
H43 4.3590 3.9316 3.4411
H44 5.7343 4.8405 3.6456
H45 4.4209 5.4460 2.4863
H46 0.0179 5.0564 2.9849
H47 0.7850 3.4923 2.6739
H48 1.6514 4.9888 2.2292
O11 0.2376 -3.3976 -6.0100
S3 0.0897 -1.9833 -6.2181
O12 1.0810 -1.1881 -6.9406
O13 -1.4315 -1.6365 -6.7369
C23 -2.5100 -2.4931 -6.2984
C24 -3.6996 -2.3059 -7.2438
C25 -0.0229 -1.2540 -4.5259
H49 -2.9625 -2.1346 -5.3738
H50 -2.3351 -3.5609 -6.1669
H51 -3.3869 -2.8719 -8.1213
H52 -3.9106 -1.2994 -7.6050
H53 -4.6462 -2.6057 -6.7943
H54 0.9929 -1.1912 -4.1357
H55 -0.6434 -1.8510 -3.8576
H56 -0.4296 -0.2446 -4.5890
O14 5.1425 -1.6945 -2.0068
S4 3.9939 -2.4488 -2.4664
O15 3.3791 -2.1065 -3.7329
O16 4.3158 -4.0657 -2.4950
C26 4.1279 -4.8418 -3.6907
C27 2.6898 -5.2566 -3.9520
C28 2.7161 -2.5410 -1.1817
H57 4.6576 -5.7943 -3.6756
H58 4.5689 -4.3510 -4.5583
H59 2.2967 -5.8668 -3.1388
H60 2.6394 -6.0351 -4.7132
H61 2.0295 -4.4441 -4.2552
H62 2.3208 -1.5254 -1.1640
H63 3.2275 -2.7839 -0.2503
H64 1.9963 -3.3205 -1.4314
O17 3.0396 2.8283 1.3913
S5 4.3066 2.4074 0.7213
O18 5.0228 3.4012 -0.0578
O19 5.3453 1.8192 1.9159
C29 6.7106 1.5634 1.6203
C30 7.1061 0.1475 2.0815
C31 4.0020 0.8285 -0.2908
H65 7.3328 2.2918 2.1403
H66 6.8627 1.7937 0.5658
H67 6.7063 -0.0279 3.0802
H68 8.1860 0.0183 2.1536
H69 6.7402 -0.6344 1.4160
H70 4.9072 0.6462 -0.8699
H71 3.0993 0.8999 -0.8976
H72 3.9492 -0.0047 0.4099
O20 -2.2624 -4.1271 -3.7966
S6 -1.3692 -4.5408 -2.6846
O21 0.0603 -4.1331 -2.6870
O22 -2.0777 -4.1772 -1.2287
C32 -3.4310 -4.6358 -0.8976
C33 -3.9158 -3.7770 0.3032
C34 -1.4396 -6.3634 -2.6801
H73 -3.4734 -5.6555 -0.5149
H74 -4.0461 -4.4915 -1.7858
H75 -4.4595 -2.8814 0.0026
H76 -3.0486 -3.4975 0.9014
H77 -4.6345 -4.4058 0.8288
H78 -0.6257 -6.7299 -2.0546
H79 -1.3966 -6.7154 -3.7108
H80 -2.3925 -6.7375 -2.3057
C35 -2.2600 2.0472 -2.8961
O23 -3.4631 1.2892 -2.8150
C36 -3.4612 -0.0007 -2.6474
O24 -2.4852 -0.7430 -2.4241
O25 -4.6992 -0.4725 -2.7888
C37 -4.8260 -1.9056 -2.8212
H81 -1.9915 2.3624 -3.9044
H82 -1.4452 1.5000 -2.4221
H83 -2.3837 2.9079 -2.2388
H84 -4.6084 -2.4539 -1.9046
H85 -4.3167 -2.4160 -3.6387
H86 -5.8823 -2.0209 -3.0643
C38 2.5638 6.0586 -0.1817
O26 2.9235 6.9844 0.8518
C39 1.9937 7.5972 1.5845
O27 0.7836 7.4657 1.5275
O28 2.5741 8.2237 2.5803
C40 1.9233 9.0166 3.5420
H87 1.7636 5.3376 -0.0143
H88 3.5098 5.5856 -0.4454
H89 2.2191 6.6312 -1.0428
H90 1.5700 9.9728 3.1561
H91 2.5480 9.1816 4.4198
H92 1.0991 8.3968 3.8951
C41 0.1354 2.8637 -0.2962
O29 -0.4157 1.6710 0.3012
C42 -0.0298 0.4821 -0.1816
O30 0.7575 0.2971 -1.0950
O31 -0.6683 -0.3591 0.4297
C43 -0.5964 -1.7376 0.0315
H93 1.0298 3.1873 0.2361
H94 -0.5870 3.6732 -0.1914
H95 0.3298 2.7059 -1.3571
H96 -0.6784 -1.8135 -1.0528
H97 -1.4450 -2.2843 0.4425
H98 0.3468 -2.1572 0.3813

Summary:
E_tot ... -6418.48314 Eh
Orbital gap ... 9.48 eV
LUMO energy ... -0.102 eV

2.
Molecular formula: C43H99N5O8
Method: DFT, wB97M-V/def2-TZVPD

Geometry (Å):
C1 2.7100 9.3218 1.2603
C2 1.5297 8.3972 1.7190
C3 2.0333 7.3441 2.7552
C4 0.5603 9.3467 2.4379
C5 -0.7844 8.7795 2.7655
C6 -1.4408 8.3443 1.4143
C7 -0.5190 7.2584 0.7175
C8 -0.6299 5.8949 1.3538
C9 -1.0412 7.0950 -0.6836
N1 0.8594 7.8195 0.5381
O1 1.7531 6.9157 -0.1018
H1 2.4117 10.2115 0.7057
H2 3.4081 9.5711 2.0593
H3 3.3862 8.8277 0.5626
H4 2.4735 6.4850 2.2489
H5 2.7377 7.8771 3.3939
H6 1.1707 7.0181 3.3364
H7 0.8488 9.7696 3.4002
H8 0.5478 10.2790 1.8733
H9 -0.7628 7.9861 3.5126
H10 -1.4193 9.5657 3.1743
H11 -1.6474 9.2567 0.8547
H12 -2.4369 7.9329 1.5776
H13 -1.6698 5.5683 1.3410
H14 -0.3730 5.8555 2.4124
H15 -0.0851 5.1159 0.8205
H16 -1.2013 8.0499 -1.1843
H17 -2.0530 6.7003 -0.7760
H18 -0.3117 6.4746 -1.2041
H19 2.4177 7.4627 -0.5269
C10 0.3352 -6.3470 -6.9245
C11 1.2290 -6.5756 -5.7473
C12 0.5005 -6.1485 -4.4564
C13 1.5464 -8.0713 -5.7579
C14 2.6494 -8.5926 -6.7397
C15 3.9381 -7.7883 -6.6334
C16 3.7302 -6.1745 -6.7358
C17 4.9468 -5.4221 -6.0168
C18 3.6800 -5.7290 -8.1873
N2 2.5527 -5.8283 -5.8239
O2 2.3939 -4.3527 -5.6602
H20 -0.7070 -6.6508 -6.8264
H21 0.1827 -5.3356 -7.3010
H22 0.8568 -6.8358 -7.7474
H23 -0.4419 -6.6648 -4.2740
H24 1.1198 -6.3889 -3.5922
H25 0.3278 -5.0785 -4.3413
H26 1.6068 -8.5055 -4.7599
H27 0.6571 -8.5676 -6.1461
H28 2.8072 -9.6700 -6.6907
H29 2.2554 -8.4239 -7.7419
H30 4.5276 -8.1618 -7.4707
H31 4.4342 -7.9963 -5.6854
H32 5.8357 -5.7012 -6.5826
H33 5.1280 -5.8720 -5.0407
H34 4.9488 -4.3344 -5.9456
H35 4.5996 -5.4057 -8.6750
H36 2.9600 -4.9219 -8.3221
H37 3.2392 -6.4865 -8.8353
H38 3.0882 -4.1166 -5.0407
C19 3.1589 0.4989 5.4490
C20 2.5087 -0.6166 6.2819
C21 3.6761 -1.0811 7.3161
C22 1.4953 0.1367 7.1759
C23 0.4394 -0.8594 7.7116
C24 -0.1193 -1.7084 6.6036
C25 0.8976 -2.5750 5.8902
C26 1.4875 -3.6975 6.8706
C27 0.0096 -3.1548 4.6721
N3 1.9292 -1.6816 5.3496
O3 2.9071 -2.3792 4.5814
H39 3.8452 0.0168 4.7527
H40 2.4829 1.0833 4.8248
H41 3.8252 1.2055 5.9438
H42 3.2503 -1.8335 7.9800
H43 4.5874 -1.5312 6.9222
H44 3.9605 -0.2479 7.9587
H45 1.9482 0.6282 8.0370
H46 1.0811 0.9715 6.6105
H47 0.8972 -1.5195 8.4483
H48 -0.3487 -0.2946 8.2096
H49 -0.4646 -0.9779 5.8720
H50 -0.9319 -2.2861 7.0439
H51 2.2740 -4.2402 6.3462
H52 0.8082 -4.5423 6.7566
H53 1.7061 -3.4259 7.9033
H54 -0.3498 -2.3290 4.0580
H55 -0.8374 -3.8054 4.8897
H56 0.5595 -3.8021 3.9889
H57 2.4809 -2.3689 3.7212
C28 -7.8957 2.8714 1.5195
C29 -8.7081 2.1423 2.5649
C30 -9.1076 3.2458 3.6518
C31 -9.9939 1.5215 1.9489
C32 -9.5979 0.3837 0.9501
C33 -8.8641 -0.6700 1.6460
C34 -7.5983 -0.2494 2.5040
C35 -7.3149 -1.4055 3.4317
C36 -6.4856 -0.1666 1.4414
N4 -7.9675 1.0353 3.2109
O4 -6.9049 1.5674 3.9239
H58 -7.0629 3.3823 2.0029
H59 -7.5689 2.3397 0.6259
H60 -8.4341 3.7064 1.0711
H61 -9.3716 2.8018 4.6116
H62 -8.2327 3.8730 3.8230
H63 -9.9163 3.8953 3.3167
H64 -10.5859 1.0616 2.7402
H65 -10.5155 2.3706 1.5072
H66 -10.5069 0.0804 0.4308
H67 -8.8815 0.5942 0.1560
H68 -8.5869 -1.4872 0.9801
H69 -9.5486 -1.2237 2.2886
H70 -7.9345 -1.5464 4.3174
H71 -6.3493 -1.1884 3.8883
H72 -7.3974 -2.3915 2.9744
H73 -5.9716 -1.1212 1.3293
H74 -5.6355 0.4803 1.6580
H75 -6.8762 0.0228 0.4415
H76 -7.0322 1.1488 4.7783
C37 -0.7515 0.9104 -6.8585
O5 0.3354 1.6763 -6.3634
C38 1.3189 1.8059 -7.4012
C39 2.4705 2.7157 -6.8854
C40 3.1670 2.4103 -5.4882
N5 1.9259 4.0797 -6.6657
H77 -0.4861 0.0065 -7.4068
H78 -1.4656 1.3441 -7.5585
H79 -1.3455 0.5846 -6.0046
H80 1.7057 0.8234 -7.6718
H81 0.9551 2.3183 -8.2919
H82 3.1883 2.9144 -7.6813
H83 2.5334 2.5750 -4.6167
H84 4.1652 2.8284 -5.3583
H85 3.2328 1.3224 -5.5011
H86 1.0788 3.9745 -6.1259
H87 2.4587 4.5057 -5.9209
C41 5.2279 -7.2110 1.3556
O6 4.0715 -7.6085 2.0460
H88 4.9532 -6.8364 0.3695
H89 5.8779 -6.5189 1.8910
H90 5.8386 -8.1121 1.2996
H91 4.4735 -7.9538 2.8465
C42 1.5409 -1.0656 -0.9056
O7 2.2444 -2.2569 -0.6716
H92 0.4957 -1.2161 -0.6353
H93 1.9243 -0.3046 -0.2259
H94 1.3300 -0.6851 -1.9050
H95 1.9594 -2.9336 -1.2901
C43 7.9048 -0.5589 -0.3696
O8 7.3055 -1.8490 -0.6835
H96 8.9546 -0.7367 -0.1363
H97 7.7912 0.0831 -1.2431
H98 7.5266 -0.1391 0.5625
H99 6.3742 -1.9270 -0.4637

Summary:
E_tot ... -2573.01306 Eh
SMILES ... CC1(C)CCCC(C)(C)N1O.CC1(C)CCCC(C)(C)N1O.CC1(C)CCCC(C)(C)N1O.CC1(C)CCCC(C)(C)N1O.COC[C@H](C)N.CO.CO.CO
Orbital gap ... 8.44 eV
LUMO energy ... 0.183 eV
Energy relative to the best compared isomer or geometry (same formula, charge and spin) ... 343.1 kJ/mol